[1]
{"formula": "C4H9NO", "method": "wB97M-V/def2-TZVPD", "species": ["C", "C", "O", "C", "N", "C", "H", "H", "H", "H", "H", "H", "H", "H", "H"], "positions_angstrom": [[-2.49333, -0.46692, 0.25069], [-1.27391, -0.07102, -0.55072], [-0.63554, 1.03699, 0.10381], [0.69748, 0.96874, 0.14268], [1.37697, 0.14151, -0.52802], [2.68114, -0.14635, 0.01999], [-2.20598, -0.91304, 1.20869], [-3.12951, 0.39919, 0.44864], [-3.06811, -1.20777, -0.31351], [-0.55637, -0.89300, -0.62558], [-1.52513, 0.24909, -1.56480], [1.10944, 1.68717, 0.86396], [2.66819, -1.21502, 0.25213], [2.84962, 0.38928, 0.96484], [3.50503, 0.04116, -0.67281]], "relative_energy_ev": 1.671, "homo_ev": -9.39, "charge": 0, "smiles": "CCO/C=N/C"}

***

[2]
{"formula": "C4H9NO", "method": "wB97M-V/def2-TZVPD", "species": ["C", "C", "C", "C", "N", "H", "H", "H", "H", "H", "H", "H", "O", "H", "H"], "positions_angstrom": [[1.61518, -2.04027, -0.28371], [1.37171, -0.73219, -0.32577], [0.21668, -0.12045, 0.31259], [0.02089, 1.16847, 0.60259], [-1.04062, 1.66860, 1.35572], [2.56279, -2.40999, -0.67124], [0.94498, -2.78530, 0.12465], [1.92003, -0.10773, -1.02805], [-0.33807, -0.82565, 0.93167], [0.66352, 1.96727, 0.24918], [-0.80555, 2.58083, 1.72998], [-1.49163, 1.05474, 2.01165], [-2.20253, 0.15195, -1.48642], [-1.78812, 0.98986, -1.70587], [-1.64925, -0.56013, -1.81696]], "relative_energy_ev": 2.210, "homo_ev": -7.70, "charge": 0, "smiles": "C=C/C=C/N.O"}

***

[3]
{"formula": "C4H9NO", "method": "wB97M-V/def2-TZVPD", "species": ["C", "C", "O", "C", "C", "N", "H", "H", "H", "H", "H", "H", "H", "H", "H"], "positions_angstrom": [[1.57489, 1.04410, 0.61180], [0.24368, 0.32108, 0.79365], [-0.82640, 1.22118, 0.95428], [-0.03116, -0.62217, -0.37860], [-1.29209, -1.38140, -0.47003], [-1.09649, -0.17472, -1.27632], [1.72545, 1.76011, 1.42463], [2.40561, 0.32735, 0.62302], [1.59893, 1.58991, -0.33832], [0.29604, -0.27557, 1.71473], [-1.24505, 1.28878, 0.07589], [0.85137, -1.06621, -0.83801], [-2.02955, -1.28557, 0.32335], [-1.27384, -2.34529, -0.97429], [-0.90138, -0.40158, -2.24577]], "relative_energy_ev": 1.864, "homo_ev": -9.78, "charge": 0, "smiles": "C[C@@H](O)[C@H]1CN1"}

***

[4]
{"formula": "C4H9NO", "method": "wB97M-V/def2-TZVPD", "species": ["C", "C", "O", "C", "C", "N", "H", "H", "H", "H", "H", "H", "H", "H", "H"], "positions_angstrom": [[1.22279, -1.17161, -0.66984], [-0.13161, -0.85720, -0.04258], [-0.59270, -2.08423, 0.51152], [-0.18946, 0.20563, 1.00332], [-0.46658, 2.03733, -0.53888], [-0.48839, 1.45701, 0.66104], [1.10667, -1.99996, -1.37734], [1.62053, -0.30400, -1.20741], [1.94114, -1.46813, 0.10066], [-0.80558, -0.51361, -0.85907], [-1.44123, -1.89220, 0.93157], [-0.12254, -0.03206, 2.05845], [-0.92663, 3.00616, -0.65532], [0.08542, 1.56723, -1.33792], [-0.81182, 2.04964, 1.42180]], "relative_energy_ev": 3.112, "homo_ev": -6.89, "charge": 0}

***

[5]
{"formula": "C4H9NO", "method": "wB97M-V/def2-TZVPD", "species": ["C", "C", "C", "C", "N", "H", "H", "H", "H", "H", "H", "H", "O", "H", "H"], "positions_angstrom": [[0.25935, -1.36134, -2.65367], [0.01240, -0.38841, -1.78496], [-0.18532, -0.58681, -0.33514], [0.75940, -1.04427, 0.50319], [-1.24091, 0.18487, 0.22670], [0.20044, -1.23738, -3.72429], [0.43093, -2.36054, -2.27041], [-0.08201, 0.61713, -2.17280], [1.39844, -1.85544, 0.16032], [1.07282, -0.61650, 1.44450], [-1.90957, -0.44367, 0.66836], [-1.84805, 0.56249, -0.50325], [0.42057, 2.52390, 2.98665], [0.82163, 1.78504, 2.51337], [0.29155, 2.11483, 3.85031]], "relative_energy_ev": 2.950, "homo_ev": -8.36, "charge": 0, "smiles": "C=CC(=C)N.O"}

***

[6]
{"formula": "C4H9NO", "method": "wB97M-V/def2-TZVPD", "species": ["C", "C", "O", "C", "N", "C", "H", "H", "H", "H", "H", "H", "H", "H", "H"], "positions_angstrom": [[0.30936, 1.59324, -1.28090], [1.24373, 1.01853, -0.22309], [1.44795, -0.39188, -0.42692], [0.42175, -1.14621, -0.00700], [-0.56732, -0.63872, 0.58200], [-1.66863, -1.45226, 1.00639], [0.58294, 1.21174, -2.26802], [-0.73254, 1.31445, -1.09968], [0.38674, 2.68378, -1.31992], [2.24150, 1.45259, -0.27594], [0.84813, 1.17064, 0.78364], [0.57273, -2.20607, -0.25204], [-1.78781, -1.35338, 2.08662], [-1.59182, -2.51490, 0.75207], [-2.57755, -1.06175, 0.54532]], "relative_energy_ev": 1.456, "homo_ev": -9.56, "charge": 0, "smiles": "CCO/C=N/C"}

***

[7]
{"formula": "C4H9NO", "method": "wB97M-V/def2-TZVPD", "species": ["C", "N", "C", "C", "C", "O", "H", "H", "H", "H", "H", "H", "H", "H", "H"], "positions_angstrom": [[2.09881, -0.81095, -0.10185], [0.87335, -0.02303, -0.38899], [0.49108, 0.90783, 0.67289], [-0.33298, -0.57995, -1.03334], [-1.49567, -0.18225, -0.28184], [-1.89771, 0.63810, 0.80820], [2.91423, -0.17284, 0.25901], [1.82812, -1.62842, 0.64053], [2.38785, -1.25031, -1.08033], [0.24796, 0.35138, 1.62346], [-0.36583, 1.60350, 0.37776], [1.35833, 1.63112, 0.81918], [-0.15779, -0.51845, -2.10554], [-1.24177, -0.41507, 0.91353], [-2.47032, -0.55266, -0.72546]], "relative_energy_ev": 7.452, "homo_ev": -7.78, "charge": 0}

***

[8]
{"formula": "C4H9NO", "method": "wB97M-V/def2-TZVPD", "species": ["C", "C", "C", "O", "N", "C", "H", "H", "H", "H", "H", "H", "H", "H", "H"], "positions_angstrom": [[-2.37223, -0.05281, 0.44339], [-1.11776, -0.59730, 1.05774], [0.39766, -0.67293, -0.45114], [0.00599, 0.14274, 0.53527], [1.56744, -0.34719, -0.94412], [2.30342, 0.87494, -0.72996], [-2.40888, -0.26081, -0.63545], [-3.23834, -0.51429, 0.91782], [-2.36743, 1.02611, 0.59614], [-1.02446, -0.48751, 2.13175], [-1.00759, -1.65426, 0.78341], [1.81649, -0.99967, -1.66442], [1.71141, 1.69429, -1.14297], [2.46972, 1.04993, 0.33504], [3.26455, 0.79876, -1.23247]], "relative_energy_ev": 2.859, "homo_ev": -8.17, "charge": 0}

***

[9]
{"formula": "C4H9NO", "method": "wB97M-V/def2-TZVPD", "species": ["C", "C", "C", "C", "N", "O", "H", "H", "H", "H", "H", "H", "H", "H", "H"], "positions_angstrom": [[-0.02314, -2.31967, 0.37140], [-0.01828, -1.05285, 1.24881], [0.73353, 0.06987, 0.53032], [-0.10567, 0.97012, -0.33111], [0.25401, 0.99384, -1.65992], [-0.94791, 1.73122, 0.09250], [-0.31729, -3.21482, 0.90910], [0.98029, -2.49494, -0.00286], [-0.73066, -2.18550, -0.44686], [-1.04118, -0.70759, 1.39763], [0.43203, -1.27377, 2.21601], [1.33250, 0.72236, 1.17020], [1.55248, -0.34910, -0.06977], [0.63932, 0.18323, -2.11532], [-0.28637, 1.57916, -2.27773]], "relative_energy_ev": 0.303, "homo_ev": -9.79, "charge": 0, "smiles": "CCCC(N)=O"}

***

[10]
{"formula": "C4H9NO", "method": "wB97M-V/def2-TZVPD", "species": ["C", "C", "C", "N", "C", "O", "H", "H", "H", "H", "H", "H", "H", "H", "H"], "positions_angstrom": [[-1.71070, 0.59240, 0.29875], [-1.05889, -0.45585, -0.60008], [0.10644, -1.18528, 0.05660], [1.20063, -0.27157, 0.32301], [1.76554, 0.31857, -0.57926], [2.32846, 0.89968, -1.42260], [-2.54754, 1.07543, -0.21597], [-2.09761, 0.13492, 1.21625], [-1.00001, 1.37276, 0.59083], [-0.68933, 0.02204, -1.51848], [-1.79338, -1.20670, -0.90520], [0.49186, -1.97916, -0.58976], [-0.19044, -1.63550, 1.00639], [2.35446, 0.93846, 1.34986], [2.84052, 1.37982, 0.98966]], "relative_energy_ev": 2.084, "homo_ev": -10.32, "charge": 0, "smiles": "CCCN=C=O.[H][H]"}

***

[11]
{"formula": "C4H9NO", "method": "wB97M-V/def2-TZVPD", "species": ["C", "C", "C", "N", "C", "O", "H", "H", "H", "H", "H", "H", "H", "H", "H"], "positions_angstrom": [[0.08906, 0.42294, 1.56397], [-0.24979, 0.26610, 0.08217], [0.22724, 1.45735, -0.74475], [0.31213, -0.97148, -0.44540], [-0.44904, -2.01769, -0.85679], [-1.66468, -2.04666, -0.85118], [-0.37274, 1.32771, 1.97326], [1.17389, 0.50629, 1.70879], [-0.27212, -0.43701, 2.13618], [-1.33132, 0.15057, -0.03240], [-0.05270, 1.33999, -1.79603], [1.31908, 1.55702, -0.68966], [-0.21065, 2.38842, -0.37024], [1.31640, -1.07654, -0.46210], [0.16525, -2.86700, -1.21582]], "relative_energy_ev": 0.352, "homo_ev": -9.77, "charge": 0, "smiles": "CC(C)NC=O"}

***

[12]
{"formula": "C4H9NO", "method": "wB97M-V/def2-TZVPD", "species": ["C", "C", "C", "C", "N", "H", "H", "H", "H", "H", "H", "H", "O", "H", "H"], "positions_angstrom": [[2.23627, 0.36674, -0.38662], [0.95580, 0.71843, -0.21218], [-0.02150, 0.36703, 0.83382], [0.19807, -0.62290, 1.72302], [-1.29604, 0.91912, 0.67134], [2.77466, 0.65608, -1.27331], [2.62988, -0.21571, 0.44107], [0.43507, 1.18252, -1.05378], [1.24085, -0.87645, 1.85842], [-0.61118, -1.16716, 2.18784], [-1.97937, 0.28725, 1.07181], [-1.67073, 1.08292, -0.25207], [-1.62377, -0.50191, -1.71767], [-1.24878, -1.32615, -1.36881], [-2.01923, -0.86980, -2.52288]], "relative_energy_ev": 2.435, "homo_ev": -7.90, "charge": 0, "smiles": "C=CC(=C)N.O"}

***

[13]
{"formula": "C4H9NO", "method": "wB97M-V/def2-TZVPD", "species": ["H", "N", "C", "O", "H", "H", "C", "C", "C", "H", "H", "H", "H", "H", "H"], "positions_angstrom": [[-1.46488, 1.82140, 0.96822], [-1.36380, 1.05084, 0.31678], [-1.88793, -0.04264, 0.74657], [-1.61668, -1.17670, 0.16183], [-2.57031, -0.05520, 1.62191], [-0.53769, -1.01381, -0.25016], [0.18040, 0.59638, -1.21252], [0.77545, -0.53033, -0.70568], [1.70823, -0.39071, 0.47119], [-0.46503, 0.50922, -2.08567], [0.48667, 1.60772, -0.97233], [0.91425, -1.36170, -1.39834], [2.02142, -1.35325, 0.88549], [2.60920, 0.16246, 0.18300], [1.21070, 0.17633, 1.26971]], "relative_energy_ev": 3.428, "homo_ev": -8.28, "charge": 0, "smiles": "[H]/N=C/O.C=CC"}

***

[14]
{"formula": "C4H9NO", "method": "wB97M-V/def2-TZVPD", "species": ["C", "C", "N", "C", "C", "O", "H", "H", "H", "H", "H", "H", "H", "H", "H"], "positions_angstrom": [[1.85458, 0.27761, 0.11227], [0.62331, 0.12057, -0.78382], [-0.60562, 0.01325, 0.00229], [-1.47214, -1.14052, -0.11778], [-0.94970, 1.06439, 0.79002], [-0.35508, 2.12602, 0.83502], [2.74086, 0.53077, -0.47783], [2.06123, -0.64628, 0.65975], [1.68869, 1.08285, 0.83187], [0.70032, -0.78003, -1.40480], [0.53684, 0.97869, -1.45982], [-0.91946, -2.07201, 0.04652], [-1.95722, -1.19682, -1.10282], [-2.25994, -1.06902, 0.63889], [-1.83110, 0.85504, 1.42622]], "relative_energy_ev": 0.735, "homo_ev": -9.36, "charge": 0, "smiles": "CCN(C)C=O"}

***

[15]
{"formula": "C4H9NO", "method": "wB97M-V/def2-TZVPD", "species": ["C", "N", "C", "C", "C", "O", "H", "H", "H", "H", "H", "H", "H", "H", "H"], "positions_angstrom": [[1.63054, 0.08731, 0.60998], [0.74147, -0.29381, -0.48636], [1.12061, -1.59998, -1.00620], [-0.63949, -0.29387, -0.03318], [-1.15957, 1.11535, 0.13593], [-2.14780, 1.38578, 0.75270], [1.60863, -0.65698, 1.41768], [1.33857, 1.06014, 0.99846], [2.64936, 0.15558, 0.23005], [2.16301, -1.55046, -1.31409], [1.01479, -2.42039, -0.27742], [0.47046, -1.84725, -1.84483], [-1.25782, -0.76647, -0.80057], [-0.77814, -0.85365, 0.90165], [-0.54083, 1.89277, -0.35065]], "relative_energy_ev": 1.685, "homo_ev": -9.18, "charge": 0, "smiles": "CN(C)CC=O"}